Entry from the OMol25 dataset: an isolated molecule of C6H4Cl2N2O5 in a non-equilibrium geometry (ωB97M-V/def2-TZVPD).

CARTESIAN COORDINATES (ANGSTROEM)
1 C 0.37 0.98 -0.24
2 C -0.86 1.51 -0.26
3 C -0.55 -1.23 0.11
4 C 0.56 -0.48 0.06
5 C -2.06 0.74 0.20
6 C -1.92 -0.69 -0.17
7 N -3.33 1.30 -0.39
8 N -2.90 -1.62 0.52
9 O -3.11 1.86 -1.43
10 O -4.38 1.09 0.14
11 O -2.52 -2.10 1.56
12 O -3.96 -1.73 -0.03
13 O 1.81 -0.87 0.29
14 Cl -2.24 0.87 1.99
15 Cl -2.18 -0.92 -1.93
16 H 1.21 1.48 -0.53
17 H -0.87 2.58 -0.54
18 H -0.37 -2.34 0.28
19 H 1.70 -1.60 0.85

For the energy relative to the best compared isomer or geometry (same formula, charge and spin), the calculation gives 0.648 eV. The orbital gap is 8.81 eV. Its largest force on an atom is 4.252 eV/Å. The HOMO energy comes out at -9.5 eV. As for the SMILES: O=[N+]([O-])[C@]1(Cl)C=CC(O)=C[C@@]1(Cl)[N+](=O)[O-].


Entry from the OMol25 dataset: an isolated molecule of C6H4ClN2OPS2 in a non-equilibrium geometry (ωB97M-V/def2-TZVPD).

CARTESIAN COORDINATES (ANGSTROEM)
1 O 3.68 0.92 0.69
2 P 3.04 0.23 -0.82
3 Cl 3.84 -1.73 -0.90
4 C 1.13 0.23 -0.54
5 C 0.41 1.74 -0.61
6 C -1.22 1.88 -0.33
7 C -2.07 0.50 0.01
8 S -3.94 0.49 0.41
9 C -1.34 -0.98 0.05
10 N -1.97 -2.33 0.32
11 S -0.70 -3.54 0.24
12 N 0.75 -2.56 -0.10
13 C 0.27 -1.13 -0.21
14 H 2.91 0.90 1.36
15 H 1.03 2.72 -0.82
16 H -1.81 2.90 -0.37
17 H -4.02 -0.23 1.63

For the energy relative to the best compared isomer or geometry (same formula, charge and spin), the calculation gives 9.339 eV. The orbital gap is 6.42 eV. Its largest force on an atom is 5.785 eV/Å. The HOMO energy comes out at -8.6 eV. As for the SMILES: OP(Cl)c1ccc(S)c2nsnc12.


Entry from the OMol25 dataset: a cluster of 2 separate species, C6H4ClN4O4 in total in a non-equilibrium geometry (ωB97M-V/def2-TZVPD).

CARTESIAN COORDINATES (ANGSTROEM)
1 C 0.54 1.52 0.12
2 C 1.44 -0.71 -0.13
3 C 1.61 0.59 -0.01
4 C -0.71 1.13 -0.02
5 C 0.05 -1.27 -0.07
6 C -1.05 -0.29 -0.45
7 N -2.98 -0.66 -1.75
8 N -1.91 -0.56 -1.46
9 N 3.03 1.16 -0.04
10 N -2.47 -0.93 0.94
11 O 3.09 2.30 0.27
12 O 3.93 0.43 -0.32
13 O -3.49 -0.88 0.40
14 O -1.95 -1.18 1.92
15 Cl -2.08 2.16 0.02
16 H 0.68 2.51 0.30
17 H 2.11 -1.52 -0.20
18 H 0.13 -2.29 -0.63
19 H 0.04 -1.52 1.10

For the energy relative to the best compared isomer or geometry (same formula, charge and spin), the calculation gives 3.057 eV. The orbital gap is 7.33 eV. As for the net charge: +1. Its largest force on an atom is 4.505 eV/Å. The HOMO energy comes out at -13.7 eV.


Entry from the OMol25 dataset: a structure of composition C6H4DyO6 in a non-equilibrium geometry (ωB97M-V/def2-TZVPD).

CARTESIAN COORDINATES (ANGSTROEM)
1 O -0.19 -0.02 -3.91
2 C -0.29 0.16 -2.78
3 Dy -0.46 0.32 -0.31
4 O 1.64 -2.32 -1.47
5 C 0.95 -1.44 -1.18
6 C -1.91 2.27 -0.93
7 O -2.57 3.19 -1.14
8 C -2.17 -1.27 -1.14
9 O -2.95 -2.09 -1.41
10 C 1.51 1.61 -0.91
11 O 2.47 2.21 -1.12
12 C 1.01 -0.55 2.83
13 O 0.01 -0.10 1.88
14 H 1.99 -0.22 2.48
15 H 0.98 -1.63 2.90
16 H 0.79 -0.10 3.81
17 H -0.82 -0.01 2.41

For the energy relative to the best compared isomer or geometry (same formula, charge and spin), the calculation gives 0.000 eV. As for the expectation value of S²: 9.3284. The orbital gap (alpha / beta) is 8.72 / 8.98 eV. Its spin multiplicity is 6. As for the net charge: +3. Its largest force on an atom is 7.135 eV/Å. The HOMO energy (alpha / beta) comes out at -23.8 / -23.8 eV.


Entry from the OMol25 dataset: a structure of composition C6H4HoN2O6 in a non-equilibrium geometry (ωB97M-V/def2-TZVPD).

CARTESIAN COORDINATES (ANGSTROEM)
1 O 0.56 -0.07 -5.85
2 C 1.15 -0.13 -4.86
3 Ho 1.35 -0.17 0.14
4 O 1.59 -3.02 -2.16
5 C 1.52 -2.10 -1.45
6 C -0.11 1.02 -1.42
7 O -0.81 1.65 -2.15
8 C -0.35 -0.99 -1.42
9 O -1.20 -1.43 -2.12
10 C 1.98 1.63 -1.47
11 O 2.23 2.54 -2.16
12 N -0.23 0.04 4.02
13 C -0.71 0.10 2.78
14 N -2.02 0.26 2.53
15 O 0.10 -0.01 1.78
16 H -0.83 0.12 4.83
17 H 0.78 -0.09 4.11
18 H -2.31 0.29 1.57
19 H -2.69 0.36 3.30

As for the expectation value of S²: 6.0041. The orbital gap (alpha / beta) is 6.81 / 6.88 eV. Its spin multiplicity is 5. As for the net charge: +3. Its largest force on an atom is 9.578 eV/Å. The HOMO energy (alpha / beta) comes out at -21.6 / -21.6 eV.


Entry from the OMol25 dataset: a cluster of 2 separate species, C6H4N2O2 in total in a non-equilibrium geometry (ωB97M-V/def2-TZVPD).

CARTESIAN COORDINATES (ANGSTROEM)
1 C -0.48 0.15 -1.51
2 C -0.33 -1.65 0.06
3 C -2.14 0.92 0.89
4 C 0.90 0.52 0.60
5 C 1.73 -0.26 -0.35
6 C 0.21 -0.40 -0.39
7 N -1.01 0.58 -2.43
8 N -0.71 -2.66 0.41
9 O -2.45 -0.13 1.25
10 O -1.85 1.97 0.55
11 H 0.88 0.22 1.64
12 H 0.78 1.58 0.44
13 H 2.19 0.26 -1.18
14 H 2.29 -1.11 0.01

For the energy relative to the best compared isomer or geometry (same formula, charge and spin), the calculation gives 0.887 eV. The orbital gap is 11.81 eV. Its largest force on an atom is 1.661 eV/Å. The HOMO energy comes out at -11.3 eV. As for the SMILES: N#CC1(C#N)CC1.O=C=O.